C29H44Cl2N4O2Pt as an isolated structure in a non-equilibrium geometry. Source: the OMol25 dataset; level of theory: the ωB97M-V functional and the def2-TZVPD basis.

ORCA input file:
```
! wB97M-V def2-TZVPD RIJCOSX def2/J DEFGRID3
* xyz -2 5
Pt 0.8099 -0.8844 -0.5971
Cl 0.0926 0.1994 -2.5131
C 2.7382 -4.2792 0.2271
C 1.9584 -2.2863 -0.1718
N 1.6245 -3.5703 -0.1662
H 4.8072 -3.6281 0.4884
N 3.2853 -2.1668 -0.0298
H 2.7333 -5.3385 0.4196
C 0.1829 -4.0348 -0.2816
C 0.1663 -5.4452 -0.8214
C -0.4814 -3.9656 1.0932
H 0.6898 -6.1494 -0.1616
H -0.8823 -5.7563 -0.9004
H 0.6112 -5.4560 -1.8251
H -1.6773 -3.4515 -1.0553
H -0.3528 -3.2994 -2.2882
H -0.6716 -2.9221 1.3691
C -0.6344 -3.1662 -1.2358
H 0.1311 -4.4090 1.8837
H -1.4524 -4.4761 1.0482
H -0.5837 -2.0475 -1.0401
C 3.7787 -3.4206 0.2660
C 3.6236 -0.1468 1.3831
H 4.0752 -0.6783 2.2365
H 4.0664 0.8528 1.3148
C 3.9428 -0.8008 0.0396
H 4.1976 0.8584 -1.3089
C 5.4373 -0.9888 -0.0994
H 5.6808 -1.2254 -1.1441
H 2.5471 -0.0677 1.5666
H 2.5635 0.7555 -0.6827
H 5.8490 -1.7572 0.5620
H 5.9089 -0.0292 0.1393
C 3.4091 0.1408 -1.0610
H 3.0804 -0.3989 -1.9532
C -3.9891 3.6322 -0.4668
N -3.4652 2.4214 0.0057
H -3.0158 5.5927 -0.5822
N -1.9016 3.8799 0.1920
H -5.0004 3.7775 -0.7870
C -3.8521 0.9730 -0.1759
C -5.3213 0.8682 0.1548
C -3.5718 0.4152 -1.5830
H -5.9118 1.4978 -0.5236
H -5.6271 -0.1747 0.0117
H -5.4956 1.1355 1.2057
H -3.3692 -0.7299 1.0401
H -2.8077 0.8584 1.7196
H -2.5133 0.1246 -1.6964
C -2.9328 0.2491 0.8053
H -3.8358 1.1361 -2.3682
H -4.1799 -0.5004 -1.7101
H -1.9392 0.1133 0.3444
C -3.0016 4.5510 -0.3598
C 0.2108 3.7653 -1.1938
H -0.2069 4.3405 -2.0294
H 1.2914 3.9961 -1.1443
C -0.4193 4.1208 0.1544
H 1.2387 3.2068 1.1337
C -0.1874 5.5517 0.5684
H -0.5772 5.6764 1.5876
H 0.1069 2.6906 -1.4230
H -0.1606 2.0953 0.8426
H -0.6695 6.2423 -0.1359
H 0.8903 5.7560 0.5895
C 0.1422 3.1121 1.1405
H -0.2091 3.2960 2.1612
C -2.3959 2.7565 0.6961
Cl -0.1895 1.2209 8.2154
C 0.0173 0.5029 6.6677
C 0.7237 -0.7067 6.5584
C 0.9257 -1.2685 5.2942
C 0.4272 -0.6167 4.1544
C -0.3090 0.5735 4.2745
C -0.5136 1.1416 5.5368
C 0.7369 -1.2005 2.7831
O 1.4179 -2.2433 2.7132
O 0.2845 -0.5272 1.7514
H 1.1083 -1.1943 7.4468
H 1.4634 -2.2074 5.1788
H -0.7179 1.0368 3.3742
H -1.0718 2.0630 5.6537
*
```

Summary:
Energy relative to the best compared isomer or geometry (same formula, charge and spin): 18.7 kcal/mol
DFT total energy: -2540.42267 Eh

Atom charges from the Löwdin analysis, given in e for atoms 1 to 6:
1. Pt 0.282
2. Cl -0.177
3. C -0.087
4. C -0.404
5. N 0.003
6. H 0.075